Density functional theory data (ωB97M-V with the def2-TZVPD basis set) for the molecule C3H9N2 in a non-equilibrium geometry.

```
14
Properties=species:S:1:pos:R:3:forces:R:3
C -0.669 0.469 -0.762 -0.04 -1.70 0.11
N -1.116 -0.999 -0.958 -3.30 1.71 3.18
H -0.225 0.941 -1.666 -0.18 -0.79 0.35
H -1.615 1.023 -0.575 1.10 0.02 0.60
H -2.207 -1.128 -0.646 3.72 0.59 -0.97
H -1.075 -1.373 -1.852 0.34 -0.34 -2.10
C 1.531 -0.522 0.106 -0.75 4.19 2.89
C 0.033 0.946 1.494 -2.75 2.06 4.36
N 0.352 0.505 0.341 1.84 -3.24 -6.80
H 1.083 -1.435 -0.136 -0.17 -1.20 -1.83
H 2.339 0.110 -0.349 -0.76 -1.57 -0.52
H 1.892 -0.750 1.119 0.02 0.37 -0.07
H -0.991 1.357 1.535 0.80 -0.11 0.61
H 0.667 0.856 2.350 0.14 0.00 0.20
```
Forces are in eV/Å.

Computed properties:
ΔE to the lowest compared entry with this formula, charge and spin in kcal/mol: 41.3
Highest occupied orbital energy (spin up / spin down) in eV: -5.02 / -9.76
Frontier orbital gap (spin up / spin down) in Eh: 0.221 / 0.394
Spin multiplicity: 2
<S²>: 0.75
E in eV: -6233.4581


Density functional theory data (ωB97M-V with the def2-TZVPD basis set) for the molecule C4H9NO.

```
15
Properties=species:S:1:pos:R:3:forces:R:3
C -0.880 -1.316 0.666 -0.02 -0.06 0.06
C -0.258 -0.239 -0.219 -0.02 -0.03 -0.02
C -1.080 1.056 -0.185 -0.03 0.09 0.02
C 1.152 0.091 0.261 0.02 0.02 0.12
N 2.040 0.406 -0.725 0.08 0.01 0.01
O 1.455 0.114 1.442 -0.06 0.00 -0.39
H -1.037 -0.924 1.675 0.03 -0.07 -0.13
H -0.230 -2.194 0.749 -0.11 0.14 -0.04
H -1.846 -1.638 0.258 0.14 0.09 0.07
H -0.208 -0.603 -1.255 0.03 0.05 0.15
H -0.674 1.813 -0.867 -0.07 -0.13 0.10
H -2.121 0.864 -0.464 0.15 0.01 0.02
H -1.067 1.471 0.828 -0.03 -0.06 -0.13
H 1.788 0.399 -1.699 0.00 -0.02 0.19
H 2.968 0.701 -0.463 -0.12 -0.04 -0.01
```
Forces are in eV/Å.

Computed properties:
ΔE to the lowest compared entry with this formula, charge and spin in kcal/mol: 0.2
SMILES: CC(C)C(N)=O
Highest occupied orbital energy in eV: -9.71
Frontier orbital gap in Eh: 0.390
Spin multiplicity: 1
E in eV: -7832.3103


Density functional theory data (ωB97M-V with the def2-TZVPD basis set) for a cluster of 2 separate species, C4H10O2 in total.

```
16
Properties=species:S:1:pos:R:3:forces:R:3
C -2.171 1.097 -0.239 0.04 0.10 -0.03
C -0.829 0.798 0.358 0.13 -0.02 -0.11
C 0.282 0.611 -0.350 -0.25 -0.15 -0.09
O 1.477 0.363 0.266 0.00 0.17 0.08
C 2.348 -0.553 -0.377 0.17 -0.11 -0.08
H -2.968 0.520 0.248 0.25 0.10 -0.08
H -2.190 0.868 -1.311 0.00 0.13 0.17
H -2.396 2.159 -0.101 -0.16 -0.09 -0.09
H -0.764 0.701 1.440 0.00 0.17 -0.15
H 0.283 0.629 -1.444 0.13 0.03 0.16
H 1.958 -1.579 -0.329 0.01 0.19 -0.04
H 2.540 -0.283 -1.425 -0.13 0.02 0.18
H 3.290 -0.508 0.175 -0.14 -0.03 -0.12
O -0.506 -1.938 1.119 0.23 -0.35 0.19
H -0.487 -1.421 0.306 -0.22 -0.01 -0.04
H 0.132 -1.463 1.664 -0.05 -0.13 0.06
```
Forces are in eV/Å.

Computed properties:
ΔE to the lowest compared entry with this formula, charge and spin in kcal/mol: 37.9
SMILES: C/C=C/OC.O
Highest occupied orbital energy in eV: -8.96
Frontier orbital gap in Eh: 0.365
Spin multiplicity: 1
E in eV: -8403.9050


Density functional theory data (ωB97M-V with the def2-TZVPD basis set) for a cluster of 2 separate species, C13H5Cl4N2O6 in total in a non-equilibrium geometry.

```
30
Properties=species:S:1:pos:R:3:forces:R:3
Cl -2.741 -0.529 2.736 -0.03 -0.13 0.06
C -2.374 -0.313 1.066 -1.03 2.51 -0.03
C -2.634 0.925 0.493 -0.02 -0.95 0.05
Cl -2.645 2.350 1.421 0.01 0.12 0.28
C -2.977 1.100 -0.916 0.30 0.42 -0.25
O -3.096 2.189 -1.455 -0.08 -1.15 0.28
C -3.253 -0.218 -1.709 -0.49 1.19 -1.18
O -3.770 -0.169 -2.815 0.66 -0.19 1.41
C -2.844 -1.463 -1.061 0.67 -0.49 1.78
Cl -3.063 -2.879 -1.981 0.12 -0.30 -0.15
C -2.376 -1.495 0.239 -0.71 -0.72 -2.23
Cl -1.908 -2.981 0.948 0.04 0.04 -0.05
C 0.038 -0.081 1.768 0.13 -0.45 0.49
N 0.160 0.932 2.713 0.12 1.06 0.79
O -0.175 0.741 3.918 0.14 -0.10 -1.49
O 0.659 2.037 2.349 -0.78 -1.02 1.12
C 0.958 -0.014 0.678 0.65 0.37 -0.24
C 1.301 1.222 0.041 0.15 -0.38 -0.17
C 2.350 1.274 -0.856 0.26 -0.79 -0.27
C 3.070 0.095 -1.169 -1.23 0.19 0.86
N 4.035 0.119 -2.214 1.44 -0.01 -1.26
O 4.620 -0.951 -2.498 -0.72 1.64 0.27
O 4.251 1.197 -2.812 -0.23 -1.71 0.88
C 2.757 -1.125 -0.526 0.09 0.34 -0.58
C 1.704 -1.182 0.361 -0.19 0.46 -0.05
H -0.297 -1.051 2.146 0.70 0.56 0.18
H 0.788 2.149 0.297 0.10 -0.62 -0.22
H 2.625 2.214 -1.326 -0.06 -0.25 -0.01
H 3.357 -1.999 -0.752 -0.12 0.12 0.02
H 1.481 -2.097 0.917 0.11 0.23 -0.29
```
Forces are in eV/Å.

Computed properties:
ΔE to the lowest compared entry with this formula, charge and spin in kcal/mol: 8.7
Net charge: -1
Highest occupied orbital energy in eV: -4.55
Frontier orbital gap in Eh: 0.175
Spin multiplicity: 1
E in eV: -78911.4072


Density functional theory data (ωB97M-V with the def2-TZVPD basis set) for the ion C4H5N2O with charge +1 in a non-equilibrium geometry.

```
12
Properties=species:S:1:pos:R:3:forces:R:3
C -0.749 0.902 -0.120 3.59 -4.24 1.58
C -1.358 2.052 0.287 -1.09 1.77 0.76
C 0.146 -0.879 -1.045 0.71 -0.67 -1.80
C 0.745 -0.855 0.285 2.92 -3.38 3.14
N -0.703 0.212 -1.190 -2.42 3.12 0.64
N 0.112 0.139 1.102 -1.03 4.39 -0.09
O -1.756 2.956 0.821 0.23 -0.61 -0.60
H 0.827 -0.732 -1.933 -0.48 -1.09 0.76
H -0.452 -1.788 -1.001 -0.23 -0.10 -1.49
H 0.618 -1.892 0.770 -0.74 1.42 -0.41
H 1.840 -0.962 0.311 0.05 1.47 -0.34
H 0.730 0.847 1.713 -1.50 -2.07 -2.15
```
Forces are in eV/Å.

Computed properties:
ΔE to the lowest compared entry with this formula, charge and spin in kcal/mol: 70.7
Net charge: +1
Highest occupied orbital energy (spin up / spin down) in eV: -14.21 / -14.21
Frontier orbital gap (spin up / spin down) in Eh: 0.259 / 0.259
Spin multiplicity: 1
E in eV: -9245.1819


Density functional theory data (ωB97M-V with the def2-TZVPD basis set) for a cluster of 11 separate species, C44H75F21O22 in total in a non-equilibrium geometry.

```
162
Properties=species:S:1:pos:R:3:forces:R:3
C -0.702 3.082 0.555 0.08 -0.54 0.94
C 0.350 1.960 0.554 -0.49 1.13 -0.81
O -0.310 0.785 0.036 0.28 -2.28 -1.83
C 0.254 0.007 -0.960 2.77 1.93 0.60
O 1.347 0.264 -1.485 -3.08 -1.06 1.06
C -0.592 -1.300 -1.310 0.78 1.05 1.18
F 0.174 -2.388 -1.485 -0.21 0.86 -0.34
F -1.388 -1.560 -0.271 -0.37 -0.07 -0.59
F -1.283 -1.042 -2.424 0.09 -0.45 0.30
H -0.930 3.418 -0.456 0.16 0.05 0.09
H -0.365 3.897 1.196 0.35 0.19 -0.33
H -1.633 2.759 1.022 0.20 -0.24 -0.07
H 0.751 1.722 1.539 -0.11 0.00 -0.03
H 1.133 2.324 -0.111 0.30 -0.56 0.03
C 0.241 -1.047 3.346 -0.19 0.12 0.24
C -0.648 -2.163 3.953 1.11 0.15 -1.79
O -1.051 -1.784 5.254 -0.83 -0.30 1.27
C -1.900 -2.612 5.883 -0.85 -2.08 -2.03
O -2.416 -3.623 5.406 1.25 2.13 0.86
C -2.236 -2.210 7.325 1.06 0.80 -2.14
F -1.655 -1.058 7.590 0.45 1.05 0.77
F -3.532 -2.036 7.430 -0.90 -0.47 0.66
F -1.743 -3.124 8.122 -0.30 -0.77 1.08
H 0.991 -0.652 4.031 -0.08 -0.24 0.36
H -0.335 -0.185 3.008 -0.28 -0.06 0.09
H 0.812 -1.371 2.475 -0.23 -0.46 -0.04
H -0.103 -3.106 3.975 0.08 -0.01 0.31
H -1.493 -2.355 3.292 -0.26 0.17 0.25
C 2.697 -9.030 -2.795 0.46 1.16 -0.29
C 3.134 -8.031 -3.880 0.19 -1.48 -1.13
O 2.494 -6.776 -3.723 -1.98 1.99 -0.23
C 2.185 -5.935 -4.774 3.37 -1.67 -1.49
O 2.651 -6.109 -5.902 -1.97 0.68 2.64
C 1.495 -4.587 -4.332 0.54 0.69 0.48
F 0.246 -4.491 -4.746 -0.37 -0.50 -0.45
F 1.497 -4.400 -3.019 -0.12 -0.84 0.76
F 2.166 -3.516 -4.786 0.19 -0.70 -0.83
H 2.928 -8.528 -1.856 -0.43 -0.49 0.35
H 3.244 -9.968 -2.879 0.29 0.21 -0.04
H 1.649 -9.292 -2.940 -0.06 0.33 0.36
H 2.869 -8.522 -4.816 -0.04 0.56 -0.42
H 4.210 -7.859 -3.921 0.02 -0.02 0.27
C -7.347 -1.527 0.545 0.14 0.99 -0.25
C -5.917 -1.029 0.473 0.55 -3.38 0.61
O -5.861 0.325 0.399 1.52 4.60 0.72
C -4.593 0.887 0.566 -0.11 -4.70 -1.80
O -3.609 0.172 0.636 -1.25 1.78 0.49
C -4.534 2.372 0.383 -0.16 0.93 -1.14
F -5.577 2.841 -0.317 0.35 -0.19 -0.14
F -4.571 2.922 1.561 0.10 0.92 1.64
F -3.388 2.771 -0.225 -1.17 -0.58 0.07
H -7.390 -2.611 0.434 -0.04 0.16 -0.16
H -7.901 -0.986 -0.222 -0.36 -0.46 -0.13
H -7.767 -1.244 1.510 -0.09 -0.10 0.01
H -5.336 -1.437 -0.354 -0.27 -0.22 -0.19
H -5.433 -1.402 1.376 0.39 0.19 0.15
C -0.900 6.199 3.142 0.97 -0.47 -1.31
C -2.081 6.730 3.894 1.84 0.12 0.05
O -3.260 6.335 3.198 -2.15 0.45 0.07
C -3.668 6.937 2.052 3.28 1.20 0.10
O -2.943 7.641 1.368 -1.66 -1.00 1.02
C -5.130 6.628 1.697 0.39 1.48 -0.03
F -5.573 5.648 2.388 -0.69 -2.70 0.97
F -5.936 7.642 1.990 -0.04 1.40 0.30
F -5.263 6.427 0.408 0.22 -0.65 -1.07
H -0.174 5.629 3.721 -0.22 0.13 0.32
H -0.345 6.943 2.570 -0.16 0.09 -0.02
H -1.326 5.501 2.422 0.34 -0.13 -0.16
H -1.948 7.799 4.058 -0.78 0.13 -0.28
H -1.971 6.250 4.867 -1.35 -0.10 0.04
C 4.188 -0.904 -4.288 -0.37 -1.01 -0.18
C 3.106 0.099 -4.606 0.18 0.90 0.75
O 1.930 -0.552 -5.123 -1.27 -0.07 -0.46
C 0.780 0.153 -5.177 1.13 1.65 1.01
O 0.629 1.292 -4.768 0.18 -1.65 -0.75
C -0.431 -0.625 -5.778 2.54 -0.79 0.83
F -1.483 -0.370 -5.080 -1.73 0.14 1.33
F -0.694 -0.273 -7.004 0.15 0.16 -1.62
F -0.141 -1.943 -5.712 -0.56 0.21 -0.36
H 4.548 -1.460 -5.154 0.13 0.25 -0.16
H 3.771 -1.671 -3.635 -0.14 0.01 0.15
H 5.027 -0.485 -3.733 -0.09 0.38 -0.25
H 3.406 0.881 -5.303 0.01 -0.22 -0.13
H 2.869 0.611 -3.674 -0.38 0.03 -0.14
C 0.336 -8.508 -0.035 1.12 0.27 -0.23
C 0.987 -7.816 1.166 -1.46 -0.80 1.39
O 1.804 -6.729 0.816 0.91 2.59 -0.72
C 1.482 -5.413 1.103 -1.47 -2.22 0.35
O 0.522 -5.077 1.751 1.29 0.06 -0.79
C 2.532 -4.437 0.495 -0.06 -0.77 1.11
F 2.017 -3.239 0.379 -0.53 0.72 -0.06
F 3.569 -4.372 1.334 0.36 0.08 0.78
F 3.023 -4.823 -0.647 0.00 -0.48 -1.34
H -0.479 -9.194 0.197 0.08 0.21 0.35
H 1.148 -9.082 -0.482 -0.28 -0.16 -0.33
H 0.005 -7.789 -0.784 -0.14 0.07 0.12
H 1.624 -8.514 1.710 0.22 -0.07 -0.25
H 0.257 -7.531 1.923 -0.20 0.42 -0.21
C -8.300 -0.948 -3.686 0.29 -0.42 -0.92
O -8.258 0.461 -3.476 0.70 -0.51 0.14
C -7.053 0.883 -2.821 0.95 -0.06 0.09
C -5.610 0.365 -3.295 -3.01 -0.99 -0.26
O -5.548 -1.015 -2.845 1.57 1.12 -0.35
C -4.188 -1.453 -2.886 -0.06 -0.24 1.06
H -7.648 -1.171 -4.530 0.28 -0.26 0.05
H -9.267 -1.340 -4.001 -0.44 0.85 0.14
H -8.002 -1.593 -2.859 0.24 0.48 0.40
H -7.138 0.597 -1.773 0.16 -0.06 0.14
H -7.046 1.972 -2.845 -0.13 0.00 -0.21
H -4.806 1.020 -2.959 0.01 -0.16 0.64
H -5.550 0.359 -4.384 -0.03 0.09 -0.25
H -4.119 -2.416 -2.381 -0.27 -0.26 -0.32
H -3.560 -0.822 -2.257 -0.07 0.43 -0.10
H -3.720 -1.518 -3.868 -0.36 0.07 -0.28
C 1.817 4.574 -2.417 -1.34 0.29 0.07
O 2.627 4.289 -1.309 0.90 0.06 0.42
C 3.501 3.184 -1.457 -0.18 -0.38 -1.91
C 4.512 3.346 -2.628 -0.12 -0.03 1.82
O 3.958 2.870 -3.823 -0.46 0.71 0.25
C 4.774 3.150 -4.910 0.58 -0.45 -1.14
H 1.388 3.684 -2.878 0.10 -0.29 0.02
H 2.201 5.200 -3.222 0.88 -0.12 0.07
H 0.997 5.165 -2.008 -0.18 -0.05 0.03
H 2.902 2.331 -1.778 -0.19 -0.44 0.29
H 3.977 2.937 -0.509 0.06 0.37 -0.07
H 5.417 2.786 -2.393 0.26 -0.19 0.04
H 4.787 4.401 -2.629 0.04 0.29 -0.56
H 5.658 2.513 -4.910 0.36 -0.12 0.19
H 5.127 4.177 -5.004 -0.21 0.29 0.36
H 4.262 2.905 -5.841 -0.33 0.06 0.13
C 6.235 1.311 4.464 -1.33 -0.71 -0.66
O 5.499 0.411 3.607 0.35 -0.09 0.41
C 4.562 1.041 2.758 0.44 0.23 -0.06
C 3.913 0.049 1.825 -0.33 -0.51 -0.25
O 4.788 -0.274 0.803 1.58 -0.19 -0.63
C 4.438 -1.305 -0.105 0.16 0.97 -0.05
H 6.985 0.739 5.010 -0.04 0.00 -0.27
H 5.507 1.702 5.175 0.17 0.43 0.25
H 6.678 2.112 3.873 0.16 0.10 0.06
H 5.093 1.793 2.175 0.11 0.11 -0.47
H 3.786 1.613 3.267 -0.24 -0.17 0.62
H 3.024 0.476 1.361 -0.48 0.36 0.20
H 3.619 -0.881 2.310 -0.18 0.01 0.63
H 3.534 -1.009 -0.637 -0.29 -0.25 -0.12
H 4.330 -2.296 0.337 0.04 0.15 0.27
H 5.264 -1.308 -0.816 -0.08 -0.24 -0.05
C -0.780 2.935 4.751 0.73 -1.43 0.51
O 0.051 3.668 5.611 0.85 1.68 0.83
C 1.476 3.484 5.564 -0.62 -0.95 -1.97
C 2.210 4.227 4.398 -0.34 -0.91 0.11
O 1.972 3.645 3.066 0.43 -0.37 2.47
C 2.867 4.174 2.130 -0.83 1.39 -1.72
H -1.800 2.921 5.136 -0.03 0.76 -0.13
H -0.487 1.897 4.908 0.09 -0.50 -0.64
H -0.699 3.203 3.698 -0.10 0.13 0.00
H 1.667 2.419 5.429 0.01 -0.39 -0.28
H 1.940 3.665 6.534 -0.37 0.81 -0.03
H 3.284 4.136 4.558 0.14 0.07 0.31
H 1.945 5.283 4.442 -0.09 0.16 -0.33
H 3.858 4.553 2.377 0.13 -0.49 1.11
H 2.349 5.055 1.752 0.21 0.35 -0.53
H 3.005 3.525 1.265 -0.29 -0.37 0.29
```
Forces are in eV/Å.

Computed properties:
ΔE to the lowest compared entry with this formula, charge and spin in kcal/mol: 37.0
SMILES: CCOC(=O)C(F)(F)F.CCOC(=O)C(F)(F)F.CCOC(=O)C(F)(F)F.CCOC(=O)C(F)(F)F.CCOC(=O)C(F)(F)F.CCOC(=O)C(F)(F)F.CCOC(=O)C(F)(F)F.COCCOC.COCCOC.COCCOC.COCCOC
Highest occupied orbital energy in eV: -9.55
Frontier orbital gap in Eh: 0.368
Spin multiplicity: 1
E in eV: -148950.3620